Model P:
16
Properties=species:S:1:pos:R:3 method="wB97M-V/def2-TZVPD" total_charge=+1 orbital_gap_ev=8.72 spin_multiplicity=1
O 1.66 -1.71 0.72
O -0.04 1.52 -0.39
N -2.28 -0.80 -0.22
N 0.03 0.05 -0.47
C 1.89 -0.61 0.47
C 2.64 0.54 0.09
C -0.85 -0.52 0.51
H 2.31 0.68 -0.98
H 2.33 1.54 0.52
H 0.51 1.70 -1.19
H -2.99 -0.08 0.14
H 3.62 0.17 0.21
H -2.69 -1.65 -0.05
H -0.57 -1.44 0.83
H -0.99 0.12 1.39
H -2.17 -0.60 -1.22

***

Model Q:
16
Properties=species:S:1:pos:R:3 method="wB97M-V/def2-TZVPD" total_charge=+1 orbital_gap_ev="9.58 / 9.58" smiles="CCCN(O)[NH+]=O" spin_multiplicity=1
O 2.01 -1.07 -0.87
O 3.17 0.83 0.05
N 1.41 -0.37 0.02
N 2.01 0.73 0.46
C -1.04 -0.07 -0.63
C -0.08 -0.68 0.36
C -2.24 0.45 0.06
H 2.96 -1.48 -0.59
H -0.18 -0.18 1.35
H 1.57 1.36 1.21
H -1.89 1.06 0.92
H -2.65 1.29 -0.56
H -0.57 0.85 -1.05
H -1.25 -0.70 -1.62
H -0.25 -1.80 0.46
H -2.97 -0.23 0.42

***

Which is the most stable structure? model P is the most stable.